[1]
C21H21ClN2O4 | ωB97M-V with the def2-TZVPD basis set

## Properties
**SMILES string**: O=C(NCc1ccc2c(c1)OCO2)[C@H]1CC(=O)N(CCc2ccc(Cl)cc2)C1
**HOMO**: -8.30 eV

Cartesian coordinates (Å):
O 1.52 1.34 0.80
C 1.62 1.66 -0.37
N 0.91 2.68 -0.91
C -0.05 3.43 -0.13
C -1.39 2.73 -0.08
C -2.24 2.79 -1.18
C -3.47 2.12 -1.19
C -3.80 1.40 -0.07
C -2.95 1.35 1.04
C -1.74 2.00 1.06
O -3.52 0.57 2.01
C -4.73 0.10 1.47
O -4.92 0.66 0.18
C 2.58 0.96 -1.33
C 4.01 1.11 -0.79
C 4.16 -0.09 0.14
O 5.01 -0.24 0.99
N 3.20 -0.98 -0.18
C 2.97 -2.19 0.57
C 1.76 -2.08 1.52
C 0.46 -2.37 0.83
C -0.44 -1.35 0.54
C -1.61 -1.61 -0.15
C -1.91 -2.91 -0.52
Cl -3.38 -3.24 -1.37
C -1.03 -3.94 -0.23
C 0.15 -3.66 0.44
C 2.35 -0.56 -1.27
H 0.92 2.82 -1.91
H -0.14 4.42 -0.57
H 0.35 3.51 0.88
H -1.96 3.36 -2.04
H -4.13 2.17 -2.04
H -1.08 1.94 1.91
H -4.70 -1.00 1.38
H -5.57 0.39 2.12
H 2.47 1.35 -2.34
H 4.17 2.03 -0.25
H 4.75 1.03 -1.59
H 2.85 -3.03 -0.12
H 3.88 -2.34 1.17
H 1.75 -1.07 1.94
H 1.90 -2.79 2.33
H -0.22 -0.34 0.85
H -2.29 -0.81 -0.39
H -1.27 -4.95 -0.52
H 0.83 -4.47 0.66
H 1.31 -0.82 -1.08
H 2.67 -1.04 -2.21

=====

[2]
C21H21F7O21 | ωB97M-V with the def2-TZVPD basis set

## Properties
**SMILES string**: O=C1OC[C@@H](F)O1.O=C1OC[C@@H](F)O1.O=C1OC[C@@H](F)O1.O=C1OC[C@@H](F)O1.O=C1OC[C@@H](F)O1.O=C1OC[C@@H](F)O1.O=C1OC[C@@H](F)O1
**HOMO**: -10.81 eV

Cartesian coordinates (Å):
O 6.85 -1.29 1.15
C 6.82 -0.77 0.04
O 7.60 -1.21 -0.90
C 7.50 -0.42 -2.15
C 6.48 0.67 -1.67
F 5.36 0.66 -2.45
O 6.07 0.27 -0.36
H 8.46 0.02 -2.41
H 7.08 -0.98 -2.98
H 7.01 1.63 -1.63
O -2.05 -7.96 -0.61
C -1.97 -8.88 -1.45
O -2.92 -9.13 -2.33
C -2.68 -10.45 -2.83
C -1.14 -10.41 -2.80
F -0.63 -9.70 -3.76
O -1.00 -9.80 -1.57
H -3.04 -11.26 -2.20
H -3.15 -10.58 -3.81
H -0.78 -11.43 -2.95
O -3.25 8.87 1.50
C -3.06 8.13 2.51
O -1.84 8.07 3.21
C -1.81 6.93 4.05
C -3.23 6.72 4.25
F -3.73 7.19 5.42
O -3.80 7.34 3.14
H -1.33 6.07 3.59
H -1.21 7.02 4.95
H -3.39 5.65 4.15
O 1.66 -3.73 -4.60
C 2.41 -4.51 -5.16
O 2.49 -4.78 -6.50
C 3.43 -5.75 -6.76
C 3.91 -6.07 -5.37
F 5.20 -5.77 -5.26
O 3.38 -5.16 -4.48
H 3.14 -6.69 -7.22
H 4.18 -5.42 -7.48
H 3.75 -7.10 -5.06
O -10.63 5.18 -3.85
C -9.67 5.81 -4.17
O -9.10 5.81 -5.39
C -7.82 6.39 -5.20
C -7.97 7.26 -4.04
F -8.59 8.40 -4.41
O -8.91 6.44 -3.36
H -7.08 5.60 -5.09
H -7.52 6.88 -6.13
H -7.10 7.51 -3.44
O 2.27 2.02 7.98
C 3.33 1.55 8.32
O 3.65 1.49 9.63
C 5.01 1.22 9.70
C 5.20 0.39 8.45
F 4.79 -0.83 8.77
O 4.23 0.96 7.61
H 5.59 2.14 9.58
H 5.35 0.81 10.65
H 6.19 0.37 7.98
O -3.01 2.13 -0.54
C -2.45 1.64 0.41
O -1.30 1.94 0.85
C -0.85 0.89 1.74
C -2.16 0.25 2.22
F -2.47 0.87 3.32
O -2.99 0.66 1.17
H -0.35 0.06 1.23
H -0.19 1.05 2.59
H -2.24 -0.84 2.26

=====

[3]
C21H21FeNO7 | ωB97M-V with the def2-TZVPD basis set

## Properties
**Charge**: -2
**Multiplicity**: 5
**HOMO (alpha / beta)**: 0.28 / -1.44 eV

Cartesian coordinates (Å):
C -1.04 1.36 -1.42
C -1.99 0.22 -1.64
C -1.62 -1.13 -1.86
Fe -1.84 -0.63 -3.78
C -0.27 -1.58 -3.99
O 0.76 -2.09 -4.19
C -0.61 0.67 -4.41
O 0.16 1.31 -5.01
C -3.13 -2.08 -4.32
C -2.31 -1.64 -5.42
C -2.54 -0.23 -5.61
C -3.51 0.19 -4.63
C -3.85 -0.95 -3.82
H -1.02 1.68 -0.36
H 0.00 1.07 -1.67
H -1.30 2.23 -2.03
H -3.01 0.43 -1.30
H -0.60 -1.42 -1.55
H -2.38 -1.90 -1.65
H -3.24 -3.11 -3.99
H -1.73 -2.28 -6.08
H -2.18 0.37 -6.43
H -3.93 1.19 -4.53
H -4.60 -0.96 -3.03
C 0.39 4.57 0.85
C 1.00 3.43 1.62
O 0.23 2.25 1.31
C 0.78 1.16 1.93
C -0.01 -0.03 1.73
C 0.53 -1.31 2.03
O 0.22 -2.31 1.35
C 1.46 -1.45 3.22
C 1.38 -0.65 4.37
C 2.29 -0.79 5.42
C 3.34 -1.72 5.29
N 4.42 -1.72 6.22
O 5.37 -2.51 6.03
O 4.38 -0.92 7.19
C 3.39 -2.58 4.18
C 2.44 -2.46 3.17
O 1.82 1.30 2.57
H 0.89 5.51 1.11
H 0.51 4.43 -0.23
H -0.67 4.68 1.08
H 2.05 3.26 1.33
H 0.95 3.60 2.70
H -0.87 0.05 1.09
H 0.61 0.11 4.45
H 2.24 -0.16 6.30
H 4.20 -3.31 4.12
H 2.48 -3.13 2.31

=====

Calculated values (kJ/mol) of ΔE to the lowest compared entry with this formula, charge and spin for the records, taken in order: 10.7, 485.5, 176.7.
Calculated values (Eh) of E_tot for the records, taken in order: -1683.544416, -3091.873087, -2657.692628.